{
  "formula": "C31H30N10OReS3",
  "method": "the ωB97M-V functional and the def2-TZVPD basis",
  "species": ["Re", "C", "C", "N", "N", "C", "S", "S", "C", "C", "C", "C", "C", "C", "C", "C", "C", "C", "C", "C", "C", "O", "H", "H", "H", "H", "H", "H", "H", "H", "H", "H", "H", "H", "H", "H", "N", "C", "N", "C", "N", "N", "C", "N", "C", "C", "C", "C", "C", "N", "H", "H", "H", "H", "H", "H", "H", "H", "N", "C", "S", "N", "C", "C", "C", "C", "C", "C", "H", "H", "H", "H", "H", "H", "H", "H"],
  "coordinates": [[0.242, -0.387, 0.054], [3.978, -1.088, -2.303], [3.033, -0.535, -1.287], [1.870, -1.123, -1.089], [1.658, -2.212, -1.936], [0.450, -2.327, -2.342], [-0.849, -1.284, -1.746], [0.170, -3.525, -3.571], [-1.635, -3.800, -3.582], [-2.155, -4.584, -2.410], [-1.936, -5.957, -2.337], [-2.427, -6.694, -1.272], [-3.160, -6.068, -0.272], [-3.395, -4.703, -0.345], [-2.885, -3.961, -1.402], [3.366, 0.693, -0.590], [4.712, 1.060, -0.398], [5.047, 2.268, 0.164], [4.042, 3.174, 0.511], [2.716, 2.849, 0.326], [2.371, 1.605, -0.197], [1.058, 1.331, -0.308], [3.533, -0.943, -3.290], [4.107, -2.162, -2.185], [4.934, -0.576, -2.286], [-1.756, -4.358, -4.511], [-2.154, -2.852, -3.710], [-1.383, -6.455, -3.126], [-2.259, -7.763, -1.233], [-3.570, -6.649, 0.545], [-4.007, -4.221, 0.408], [-3.102, -2.901, -1.475], [5.500, 0.374, -0.679], [6.086, 2.522, 0.323], [4.305, 4.136, 0.930], [1.925, 3.535, 0.603], [-1.335, 2.628, -0.113], [-2.104, 1.721, 0.475], [-3.348, 2.060, 0.775], [-4.090, 1.145, 1.388], [-5.346, 1.437, 1.686], [-3.645, -0.097, 1.749], [-2.427, -0.355, 1.400], [-1.575, 0.478, 0.748], [-1.873, -1.687, 1.736], [-2.516, -2.554, 2.597], [-1.929, -3.781, 2.860], [-0.748, -4.114, 2.216], [-0.168, -3.194, 1.365], [-0.701, -1.985, 1.155], [-1.757, 3.516, -0.333], [-0.372, 2.431, -0.354], [-5.722, 2.338, 1.441], [-5.923, 0.757, 2.150], [-3.458, -2.255, 3.036], [-2.403, -4.480, 3.537], [-0.280, -5.080, 2.354], [0.728, -3.423, 0.811], [3.015, -2.171, 1.723], [2.422, -1.422, 2.639], [1.369, -0.105, 2.241], [2.667, -1.618, 3.926], [3.610, -2.553, 4.477], [4.943, -2.517, 4.089], [5.832, -3.426, 4.646], [5.394, -4.339, 5.595], [4.065, -4.346, 5.994], [3.163, -3.455, 5.431], [2.847, -1.982, 0.746], [3.645, -2.915, 1.991], [2.109, -1.076, 4.569], [5.295, -1.765, 3.392], [6.874, -3.402, 4.354], [6.094, -5.037, 6.035], [3.727, -5.047, 6.746], [2.123, -3.455, 5.736]],
  "multiplicity": 2,
  "total_charge": 2,
  "gap_ev": [6.33, 6.48],
  "homo_ev": [-13.343, -13.322],
  "mol_weight_g_mol": 841.1,
  "e_above_lowest_kcal_mol": 11.1,
  "total_energy_ev": -84209.7141
}